Formula: C44H41F5I2O9S
Source: OMol25
Level of theory: ωB97M-V/def2-TZVPD

Last column: Löwdin charge in e.
Atoms and positions in Å:
C 2.5975 -1.7276 1.1025  -0.064
C 2.3817 -0.2096 1.2016  -0.293
C 1.2492 0.1913 2.1487  -0.647
I 0.5255 2.1404 1.6058  0.952
C 1.5728 0.0677 3.6761  -0.555
O 2.8939 -0.3250 3.8806  -0.066
C 3.9084 0.6226 4.3008  -0.090
C 4.3034 1.6397 3.2190  -0.316
C 5.4662 1.0297 2.4104  -0.061
C 4.7318 3.0325 3.7508  -0.381
C 4.6424 4.0340 2.5827  -0.070
C 3.8883 3.5781 4.8974  -0.066
O 1.2419 1.2392 4.4166  -0.231
S 0.8280 0.9257 5.9380  0.575
O -0.4607 1.4816 6.1410  -0.237
O 1.8871 1.2197 6.8414  -0.206
O 0.7954 -0.6495 5.7584  -0.224
C 0.6683 -1.0297 4.3565  -0.643
I -1.4345 -0.7909 3.8684  1.167
C 1.1840 -2.4614 4.2481  -0.151
C 0.3492 -3.5376 3.5437  -0.220
C -0.5689 -4.2851 4.5248  -0.090
C -1.5573 -5.2186 3.8771  -0.463
F -0.9815 -5.8917 2.8540  0.129
F -1.9806 -6.1349 4.7722  0.130
C -2.8357 -4.5810 3.2981  -0.600
F -2.5548 -3.7889 2.2739  0.143
F -3.4628 -3.8678 4.2188  0.168
F -3.6651 -5.5220 2.8706  0.179
H 3.4066 -2.0748 1.7477  0.075
H 2.7985 -2.0248 0.0738  0.079
H 1.6935 -2.2666 1.4061  0.062
H 2.0808 0.1451 0.2129  0.085
H 3.3032 0.3094 1.4453  0.064
H 0.4010 -0.4539 1.9245  0.007
H 3.6325 1.0710 5.2478  0.090
H 4.7653 -0.0249 4.5027  0.140
H 3.4720 1.7969 2.5266  0.090
H 5.2443 -0.0018 2.1186  0.076
H 6.3591 0.9863 3.0418  0.089
H 5.6887 1.5935 1.5043  0.077
H 5.7870 2.9786 4.0422  0.134
H 5.0868 4.9942 2.8488  0.079
H 5.0878 3.6528 1.6625  0.068
H 3.5830 4.2133 2.3628  0.074
H 4.0133 3.0038 5.8175  0.073
H 4.2131 4.5942 5.1399  0.084
H 2.8283 3.5845 4.6382  0.085
H 1.3463 -2.7917 5.2779  0.137
H 2.1679 -2.4261 3.7835  0.111
H -0.1896 -3.1612 2.6737  0.074
H 1.0616 -4.2723 3.1575  0.124
H 0.0674 -4.9258 5.1440  0.142
H -1.0790 -3.5933 5.1975  0.111
O -5.1209 -3.0859 -5.1540  0.106
C -4.1042 -3.0456 -4.4932  -0.288
C -4.0918 -3.4780 -3.0682  -0.085
C -5.2660 -3.9626 -2.5056  0.000
C -5.2690 -4.4073 -1.1950  -0.047
C -4.1009 -4.3769 -0.4403  -0.047
C -2.9329 -3.8779 -0.9927  0.004
C -2.9235 -3.4204 -2.3047  -0.079
C -1.6599 -2.8686 -2.8743  -0.275
O -0.6591 -2.7628 -2.1975  0.104
C -1.6676 -2.4560 -4.3095  -0.085
C -0.4976 -1.9673 -4.8770  0.001
C -0.4786 -1.5966 -6.2109  -0.052
C -1.6269 -1.7177 -6.9867  -0.057
C -2.7982 -2.1976 -6.4252  -0.011
C -2.8243 -2.5627 -5.0846  -0.107
H -6.1647 -3.9914 -3.1059  0.121
H -6.1827 -4.7893 -0.7589  0.110
H -4.1113 -4.7403 0.5765  0.085
H -2.0190 -3.8407 -0.4158  0.114
H 0.3886 -1.8812 -4.2637  0.120
H 0.4328 -1.2138 -6.6507  0.110
H -1.6068 -1.4330 -8.0304  0.110
H -3.7006 -2.2892 -7.0140  0.122
O -1.9702 4.7239 -1.5368  0.104
C -1.7216 4.3947 -2.6762  -0.277
C -0.8125 5.2190 -3.5269  -0.081
C -0.2438 6.3655 -2.9859  -0.002
C 0.6249 7.1303 -3.7454  -0.057
C 0.9314 6.7534 -5.0487  -0.058
C 0.3601 5.6178 -5.5962  -0.003
C -0.5158 4.8490 -4.8395  -0.083
C -1.1306 3.6376 -5.4529  -0.277
O -0.9098 3.3388 -6.6075  0.104
C -2.0225 2.8042 -4.5966  -0.080
C -2.5826 1.6548 -5.1362  0.003
C -3.3980 0.8516 -4.3587  -0.048
C -3.6550 1.1873 -3.0339  -0.045
C -3.1049 2.3379 -2.4919  0.003
C -2.2920 3.1530 -3.2714  -0.080
H -0.4880 6.6447 -1.9704  0.120
H 1.0679 8.0220 -3.3217  0.107
H 1.6168 7.3488 -5.6373  0.107
H 0.5849 5.3152 -6.6095  0.120
H -2.3729 1.3988 -6.1657  0.117
H -3.8297 -0.0395 -4.7944  0.098
H -4.2849 0.5512 -2.4253  0.109
H -3.2981 2.6155 -1.4648  0.121

Cartesian forces (eV/Å) of the 6 atoms listed first:
-0.15 -0.02 0.29
-0.18 -0.12 -0.41
0.24 0.26 0.12
-0.03 0.02 -0.02
-0.19 -0.42 -0.50
-0.04 0.08 0.14

The calculation puts the HOMO-LUMO gap at 8.35 eV. Its charge is 0. As for the multiplicity: 1. The value obtained for the highest occupied orbital energy is -9.5 eV. The structure (SMILES) is CC[C@H](I)[C@@]1(OC[C@H](C)C(C)C)OS(=O)(=O)O[C@]1(I)CCCC(F)(F)C(F)(F)F.O=C1c2ccccc2C(=O)c2ccccc21.O=C1c2ccccc2C(=O)c2ccccc21.

Formula: C44H41KN7O2P2S
Source: OMol25
Level of theory: ωB97M-V/def2-TZVPD

Last column: Löwdin charge in e.
Atoms and positions in Å:
K 0.0279 3.7148 -0.8073  0.760
C 0.2998 2.6769 2.8352  -0.323
P -0.5223 1.2036 2.1125  1.078
C -2.1198 1.0426 2.9645  -0.420
C -2.1739 0.9577 4.3609  -0.103
C -3.3604 0.8607 5.0877  -0.077
C -4.4938 0.7863 4.3129  -0.099
C -4.4685 0.9068 2.9252  -0.086
C -3.2852 1.0047 2.2333  -0.122
C 0.3876 -0.2891 2.8783  -0.335
C 1.7785 -0.2170 2.9541  -0.101
C 2.4975 -1.3084 3.4548  -0.091
C 1.8593 -2.4840 3.8306  -0.134
C 0.4918 -2.5678 3.7813  -0.139
C -0.2175 -1.4990 3.2546  -0.117
C 1.1944 3.3535 1.8320  -0.492
C 1.4751 4.7353 1.6243  -0.133
C 2.5246 4.7244 0.6890  -0.176
C 2.8827 3.4148 0.4170  -0.453
C 4.0559 2.9285 -0.4243  -0.273
P 4.0695 1.0510 -0.4953  1.076
C 2.9500 0.4584 -1.8062  -0.376
C 1.5889 0.7275 -1.7111  -0.114
C 0.6675 0.1124 -2.5720  -0.081
C 1.0748 -0.9418 -3.3894  -0.133
C 2.4139 -1.2477 -3.5015  -0.107
C 3.3672 -0.5551 -2.7081  -0.081
C 5.6922 0.9007 -1.3302  -0.432
C 6.1507 1.5661 -2.4823  -0.079
C 7.4271 1.2686 -2.9396  -0.121
C 8.3747 0.6300 -2.1979  -0.112
C 7.9920 0.0790 -0.9822  -0.069
C 6.6194 0.2077 -0.6153  -0.135
N 2.1363 2.5832 1.2033  0.021
H 0.8168 2.4903 3.8112  0.095
H -0.5195 3.3637 3.1794  0.098
H -1.2228 1.0114 4.9163  0.113
H -3.3299 0.7993 6.1507  0.091
H -5.4534 0.7699 4.7166  0.076
H -5.3824 1.0092 2.3500  0.106
H -3.2004 1.0974 1.1052  0.110
H 2.2312 0.7236 2.5758  0.079
H 3.5935 -1.2664 3.5702  0.103
H 2.3843 -3.2892 4.3377  0.099
H -0.0897 -3.4209 4.1827  0.102
H -1.3185 -1.5720 3.2932  0.100
H 1.0104 5.6497 2.0565  0.100
H 3.0478 5.6077 0.3284  0.088
H 4.9874 3.0683 0.0782  0.060
H 4.2089 3.3795 -1.4098  0.073
H 1.3321 1.3859 -0.8728  0.051
H -0.3593 0.4290 -2.5040  0.084
H 0.3588 -1.4991 -4.1016  0.130
H 2.6821 -2.0763 -4.1476  0.095
H 4.3928 -0.9313 -2.7467  0.097
H 5.5385 2.3412 -3.0676  0.134
H 7.6892 1.6899 -3.8866  0.091
H 9.3670 0.6006 -2.5568  0.086
H 8.6762 -0.4719 -0.3324  0.098
H 6.3842 -0.3581 0.2970  0.095
C -4.7786 -4.0489 1.2363  -0.105
C -5.4082 -4.0181 -0.0053  -0.072
C -5.1592 -2.9402 -0.8355  -0.027
C -4.1451 -2.0704 -0.4845  -0.291
C -3.5494 -2.1255 0.7692  -0.062
C -3.9384 -3.0557 1.6748  -0.105
N -3.6701 -0.9956 -1.2447  0.093
N -4.4408 -0.6224 -2.1275  0.088
C -3.9870 0.4343 -2.9861  -0.290
C -4.8409 1.4681 -3.3005  -0.054
C -4.4448 2.3556 -4.2002  -0.108
C -3.3075 2.1718 -4.9443  -0.067
C -2.4931 1.0810 -4.6015  -0.137
N -2.8195 0.1940 -3.6375  0.122
H -4.9342 -4.9221 1.8242  0.094
H -6.1882 -4.7532 -0.2403  0.107
H -5.5741 -2.7399 -1.7946  0.093
H -2.6243 -1.5326 0.8850  0.108
H -3.3193 -3.3106 2.5311  0.086
H -5.7520 1.4534 -2.7995  0.097
H -5.1385 3.1786 -4.4137  0.121
H -3.0927 2.9029 -5.6804  0.088
H -1.4991 0.9220 -5.1002  0.113
O -2.6894 3.8449 0.0264  -0.209
N -3.0369 3.2898 -1.0121  -0.327
O -2.2147 3.3002 -1.9514  -0.299
S -1.3048 -5.3404 1.7534  0.578
C -0.6730 -4.3645 0.5836  -0.899
N -1.2722 -4.1567 -0.6587  0.014
C -0.8044 -2.8738 -1.2336  -0.163
C 0.5875 -2.8749 -0.6502  -0.192
N 0.4224 -3.5737 0.5929  0.048
H -2.2844 -4.1312 -0.5429  0.091
H -1.2868 -1.8929 -0.7479  0.138
H -0.8384 -2.8931 -2.3159  0.102
H 0.9829 -1.8668 -0.5547  0.105
H 1.3358 -3.3750 -1.3332  0.130
H 0.9983 -3.4352 1.4082  0.114

Cartesian forces (eV/Å) of the 6 atoms listed first:
0.05 -0.04 0.25
-0.57 1.00 1.44
0.44 -1.45 -0.49
0.70 -0.05 1.06
0.79 0.33 0.76
1.03 -0.34 -1.62

The calculation puts the HOMO-LUMO gap at 6.66 eV. Its charge is -1. As for the multiplicity: 1. The value obtained for the highest occupied orbital energy is -4.7 eV. The energy above the lowest of the compared OMol25 structures with the same formula, charge and spin comes out at 0.332 eV.

Formula: C44H41N3ORuS2Te
Source: OMol25
Level of theory: ωB97M-V/def2-TZVPD

Last column: Mulliken spin population.
Atoms and positions in Å:
Ru -0.3821 -0.1481 0.1868  -0.148
C 1.8399 -1.2197 -2.3070  0.006
C 2.4755 -0.9349 -0.9874  -0.028
C 3.8857 -1.0272 -0.9405  -0.002
C 4.5513 -0.8728 0.2308  -0.008
C 3.8152 -0.6591 1.4117  0.001
C 4.4593 -0.5622 2.6663  0.029
C 3.7264 -0.3910 3.8049  -0.010
C 2.3287 -0.3026 3.7176  0.031
C 1.6752 -0.3633 2.5069  -0.018
S -0.0545 -0.1821 2.4439  0.177
C 2.4132 -0.5538 1.3110  0.026
N 1.7492 -0.6350 0.0898  0.022
H 2.5584 -1.7179 -2.9546  0.000
H 1.5183 -0.3005 -2.7953  0.000
H 0.9631 -1.8495 -2.1937  -0.001
H 4.4130 -1.2368 -1.8599  0.000
H 5.6314 -0.9409 0.2776  0.000
H 5.5385 -0.6396 2.7007  0.001
H 4.2106 -0.3289 4.7698  0.000
H 1.7379 -0.1726 4.6155  0.000
S -2.0672 -1.2766 -3.8815  0.000
C -1.3882 0.2765 -4.0816  0.003
C -0.8069 0.7419 -2.9377  0.030
C -0.8810 -0.1678 -1.8440  -0.007
C -1.5605 -1.2913 -2.2348  0.005
C -1.7242 -2.3578 -1.2876  -0.014
C -2.3848 -3.5649 -1.5066  0.000
C -2.4639 -4.4867 -0.4870  -0.004
C -1.8820 -4.1932 0.7420  -0.001
C -1.2443 -2.9852 0.9019  -0.005
N -1.1524 -2.0830 -0.0921  0.015
H -1.4550 0.7726 -5.0374  0.000
H -0.3253 1.7087 -2.9036  -0.007
H -2.8320 -3.7549 -2.4726  0.000
H -2.9758 -5.4273 -0.6405  0.000
H -1.9219 -4.8864 1.5690  0.001
H -0.7821 -2.7114 1.8371  -0.005
C 1.3698 8.8299 -4.5712  0.000
C 1.2032 7.6054 -3.7158  0.004
C 2.0945 7.3163 -2.6911  0.007
C 1.9551 6.1926 -1.8839  -0.006
C 2.9867 5.9436 -0.8145  0.056
C 0.8695 5.3377 -2.1234  0.004
Te 0.6952 3.5609 -0.9396  0.681
N -0.8208 1.7644 -0.0709  0.135
C -2.0471 1.6168 0.3814  0.010
O -2.3160 0.3865 0.6541  0.017
C -3.0618 2.6577 0.6150  0.039
C -3.2557 3.6831 -0.2997  0.009
C -4.2435 4.6304 -0.0805  0.010
C -5.0302 4.5563 1.0600  0.001
C -4.8425 3.5250 1.9725  -0.001
C -3.8687 2.5670 1.7466  0.004
C 0.5717 4.5360 0.9218  0.088
C -0.2221 5.6656 1.1193  -0.086
C -1.0780 6.3075 0.0623  0.006
C -0.1975 6.2650 2.3787  -0.014
C 0.5788 5.7798 3.4171  0.018
C 0.5784 6.4385 4.7672  -0.001
C 1.3655 4.6543 3.1812  0.001
C 1.3831 4.0252 1.9487  -0.088
C 2.2955 2.8507 1.7353  0.132
C -0.0324 5.5891 -3.1609  -0.070
C -1.2225 4.7165 -3.4629  0.071
C 0.1537 6.7252 -3.9397  0.004
H 2.2820 9.3682 -4.3201  0.000
H 0.5277 9.5109 -4.4389  0.000
H 1.4105 8.5635 -5.6280  0.000
H 2.9351 7.9789 -2.5183  0.003
H 3.8389 6.6067 -0.9513  0.001
H 3.3613 4.9165 -0.8470  -0.006
H 2.5832 6.1165 0.1840  -0.006
H -2.6558 3.7081 -1.1996  -0.039
H -4.4065 5.4213 -0.8016  0.000
H -5.8006 5.2961 1.2334  0.000
H -5.4633 3.4646 2.8563  0.000
H -3.7224 1.7485 2.4387  0.000
H -1.3338 5.6256 -0.7442  -0.001
H -0.5624 7.1634 -0.3805  0.003
H -2.0073 6.6633 0.5055  0.002
H -0.8156 7.1408 2.5431  0.000
H -0.0345 7.3379 4.7705  0.000
H 1.5910 6.7135 5.0651  0.001
H 0.1883 5.7589 5.5266  0.002
H 1.9871 4.2618 3.9787  0.001
H 2.7025 2.4992 2.6826  0.000
H 3.1346 3.1136 1.0847  -0.004
H 1.7627 2.0210 1.2725  -0.058
H -1.1089 3.6935 -3.1019  -0.017
H -1.3977 4.6664 -4.5372  0.000
H -2.1272 5.1283 -3.0081  -0.004
H -0.5426 6.9238 -4.7478  -0.001

Cartesian forces (eV/Å) of the 6 atoms listed first:
-0.07 0.21 0.67
0.00 0.02 -0.02
0.00 0.00 0.03
-0.02 -0.01 0.00
0.03 -0.01 0.01
0.02 0.01 0.01

The calculation puts the HOMO-LUMO gap (spin up / spin down) at 6.21 / 5.91 eV. Its charge is +1. As for the multiplicity: 2. The value obtained for the highest occupied orbital energy (spin up / spin down) is -10.2 / -10.3 eV. The energy above the lowest of the compared OMol25 structures with the same formula, charge and spin comes out at 0.232 eV.

Formula: C44H41N5O2STi
Source: OMol25
Level of theory: ωB97M-V/def2-TZVPD

Last column: Löwdin charge in e.
Atoms and positions in Å:
Ti 0.0892 -0.3492 -0.1618  0.937
O 0.1312 -0.2620 -1.8301  -0.251
C 0.7586 -0.7131 -2.9816  -0.406
C 1.7541 -1.8231 -2.5315  -0.028
C 2.6709 -1.4609 -1.4015  -0.228
C 4.0291 -1.7291 -1.5538  0.002
C 4.8951 -1.5020 -0.5022  0.007
C 4.3754 -1.0191 0.6846  0.013
C 3.0108 -0.7543 0.7867  -0.235
C 2.5203 -0.3052 2.1435  -0.020
C 1.1794 0.4665 2.2059  -0.426
O 0.2261 -0.2915 1.5294  -0.282
C 1.2310 1.8307 1.5047  -0.158
C 2.1612 2.1428 0.5124  -0.026
C 2.1531 3.3946 -0.0875  -0.063
C 1.2117 4.3419 0.2735  -0.067
C 0.2720 4.0347 1.2427  -0.050
C 0.2783 2.7913 1.8498  -0.017
C 0.8214 0.6629 3.6797  -0.176
C -0.3128 0.0711 4.2151  -0.033
C -0.6582 0.2765 5.5413  -0.068
C 0.1324 1.0776 6.3473  -0.063
C 1.2729 1.6641 5.8215  -0.046
C 1.6149 1.4605 4.4966  -0.020
N 2.1731 -0.9596 -0.2499  0.078
C 1.3685 0.4942 -3.6922  -0.167
C 0.4900 1.3212 -4.3944  -0.046
C 0.9482 2.4415 -5.0627  -0.058
C 2.2985 2.7512 -5.0430  -0.061
C 3.1735 1.9437 -4.3390  -0.057
C 2.7140 0.8288 -3.6520  -0.010
C -0.2042 -1.4171 -3.9405  -0.183
C 0.2147 -1.7089 -5.2341  -0.024
C -0.6090 -2.4231 -6.0834  -0.051
C -1.8541 -2.8452 -5.6476  -0.065
C -2.2796 -2.5409 -4.3649  -0.058
C -1.4533 -1.8329 -3.5065  -0.026
H 1.1308 -2.6643 -2.1929  0.123
H 2.3320 -2.1565 -3.3940  0.142
H 4.3879 -2.1411 -2.4840  0.132
H 5.9470 -1.7093 -0.5992  0.128
H 5.0135 -0.8584 1.5387  0.131
H 2.3919 -1.2157 2.7439  0.155
H 3.2982 0.2886 2.6275  0.138
H 2.9510 1.4538 0.2384  0.109
H 2.9047 3.6288 -0.8247  0.115
H 1.2121 5.3175 -0.1853  0.116
H -0.4561 4.7723 1.5449  0.119
H -0.4431 2.5714 2.6258  0.132
H -0.9359 -0.5416 3.5752  0.092
H -1.5516 -0.1803 5.9418  0.104
H -0.1388 1.2505 7.3774  0.113
H 1.8941 2.2905 6.4425  0.116
H 2.4941 1.9387 4.0926  0.126
H -0.5602 1.0676 -4.4287  0.132
H 0.2595 3.0549 -5.6245  0.114
H 2.6615 3.6129 -5.5812  0.113
H 4.2299 2.1632 -4.3385  0.112
H 3.4207 0.2135 -3.1157  0.099
H 1.1789 -1.3682 -5.5810  0.128
H -0.2722 -2.6552 -7.0815  0.114
H -2.4930 -3.4059 -6.3106  0.111
H -3.2512 -2.8651 -4.0245  0.109
H -1.7764 -1.5917 -2.4923  0.099
C -1.8488 -3.7788 4.9406  0.015
C -2.2732 -3.2744 3.6167  -0.238
C -3.5491 -2.8560 3.3136  0.069
C -3.8031 -2.3225 2.0358  -0.271
N -2.8331 -2.2065 1.1389  0.108
C -1.6270 -2.6825 1.3999  -0.725
S -0.4414 -2.7459 0.1803  0.813
N -1.3447 -3.2088 2.6300  0.147
C -5.1599 -1.8846 1.6432  0.001
H -2.5756 -3.5163 5.7030  0.101
H -0.8757 -3.3744 5.2151  0.099
H -1.7673 -4.8656 4.9166  0.111
H -4.3447 -2.9289 4.0361  0.139
H -0.4054 -3.5634 2.7894  0.168
H -5.6002 -1.2367 2.3988  0.100
H -5.7964 -2.7672 1.5764  0.109
H -5.1395 -1.3946 0.6749  0.091
N -0.3845 2.5665 -1.6839  0.200
C -1.4502 2.2591 -0.9203  -0.328
C -2.5722 3.1140 -0.8571  0.016
C -3.6165 2.8039 -0.0258  -0.021
C -3.5330 1.6464 0.7557  -0.040
C -2.4183 0.8567 0.6410  -0.113
N -1.3886 1.1344 -0.1789  0.016
H -0.4631 3.2932 -2.3763  0.130
H 0.3199 1.8516 -1.8338  0.078
H -2.5953 3.9946 -1.4778  0.125
H -4.4895 3.4341 0.0331  0.125
H -4.3260 1.3782 1.4296  0.107
H -2.3210 -0.0535 1.2220  0.083

Cartesian forces (eV/Å) of the 6 atoms listed first:
-1.55 -1.54 0.84
0.08 -0.09 -3.96
1.03 -0.59 -1.61
-0.40 0.46 0.08
0.66 -0.18 -0.33
-0.32 -0.02 0.24

The calculation puts the HOMO-LUMO gap at 7.03 eV. Its charge is +2. As for the multiplicity: 1. The value obtained for the highest occupied orbital energy is -13.2 eV. The energy above the lowest of the compared OMol25 structures with the same formula, charge and spin comes out at 1.908 eV.

The highest multiplicity belongs to which entry?
C44H41N3ORuS2Te